No. 1
Formula: C12H23F3NO7P
Source: OMol25
Level of theory: wB97M-V/def2-TZVPD

Results
* Kohn-Sham gap: 4.4733 eV
* highest occupied orbital energy: -0.230 hartree
* E: -1693.4073 Ha
* maximum force: 1.66 eV Å⁻¹

The geometry in ORCA input format:
```
! wB97M-V def2-TZVPD RIJCOSX def2/J DEFGRID3
* xyz 0 1
P -6.1805 0.6687 -0.7891
F 4.1682 1.0970 1.3170
F 3.8945 0.4090 3.3465
F 2.1771 0.7017 2.0587
O -4.0883 0.3897 -3.2726
O 3.3124 -1.3055 0.3024
O -6.8617 -0.7245 -1.0693
O -6.5371 1.3157 0.4764
O 4.6066 -1.9840 2.1229
O -1.4197 -1.4598 0.0562
O -6.5183 1.5948 -2.0409
N -2.4856 -0.3656 -1.7971
C 5.8534 -1.8125 1.4902
C -3.6388 0.1360 -2.0797
C -4.3932 0.3815 -0.7966
C -0.1418 -0.8545 0.4138
C 0.2352 1.4379 -0.7757
C 1.5062 2.2541 -0.9344
C 6.6447 -0.5802 1.9160
C 0.4992 -0.0837 -0.7203
C -2.3415 -0.5482 -0.3197
C 3.4663 0.2366 2.0736
C 3.4709 -1.2452 1.5929
C -3.8130 -0.7805 0.0406
H -0.2504 -0.2718 1.3304
H -3.9565 1.3061 -0.3974
H 6.4312 -2.6945 1.7842
H 6.5668 -0.4266 2.9929
H -7.7875 -0.6650 -0.7825
H 6.2957 0.3219 1.4187
H 1.9545 2.0970 -1.9139
H 2.2065 2.0598 -0.1273
H -1.7656 -0.6710 -2.4416
H 2.6553 -1.6804 2.2273
H -4.1264 -1.7629 -0.3102
H 1.2517 3.3165 -0.8878
H 5.7452 -1.8568 0.4021
H -2.1023 0.4054 0.1712
H -6.0798 2.4496 -1.9248
H -0.2679 1.7254 0.1532
H 7.6977 -0.7079 1.6517
H -3.9571 -0.6990 1.1132
H 0.2749 -0.5882 -1.6665
H 1.5790 -0.2303 -0.5726
H -0.4876 1.6642 -1.5709
H 0.5020 -1.6974 0.6557
H -3.7950 -0.2726 -3.9167
*
```


No. 2
Formula: C11H30ClMnO14P3
Source: OMol25
Level of theory: wB97M-V/def2-TZVPD

Results
* Kohn-Sham gap (spin up / spin down): 8.0444 / 8.8572 eV
* highest occupied orbital energy (spin up / spin down): -0.275 / -0.305 hartree
* E: -4126.1633 Ha
* maximum force: 2.24 eV Å⁻¹
* ΔE to the lowest compared entry with this formula, charge and spin: 0.0000 eV

The geometry in ORCA input format:
```
! wB97M-V def2-TZVPD RIJCOSX def2/J DEFGRID3
* xyz 0 6
Mn -39.7387 20.7547 -5.7371
Cl -42.0680 20.5420 -5.1687
P -39.6215 24.3116 -5.9950
P -39.1898 20.5169 -9.3072
P -39.1627 22.0958 -2.3386
O -40.2296 25.2767 -7.0812
O -37.7258 21.1981 -9.4665
O -39.6928 20.5590 -7.9330
O -40.0283 21.3410 -10.3710
O -39.3803 18.5154 -5.6063
O -37.7550 19.9258 -5.6122
O -40.4311 24.7708 -4.7147
O -39.5697 23.5877 -2.0085
O -40.0056 21.1479 -1.3809
O -39.2843 21.6380 -3.7340
O -37.7110 22.0096 -1.7074
O -38.9407 19.0708 -9.9618
O -39.6144 22.8790 -6.2609
O -38.1652 24.9369 -5.7071
C -37.3244 17.7226 -4.6480
C -39.5705 21.7841 -11.6649
C -37.1305 20.7003 -1.6135
C -39.6827 25.4310 -8.3868
C -41.2225 20.5525 -1.7708
C -39.2965 17.9059 -9.2127
C -36.6191 20.5584 -8.8257
C -38.0545 26.2587 -5.1864
C -38.1838 18.7576 -5.3334
C -41.7983 24.3991 -4.5978
C -39.4315 24.0452 -0.6542
H -36.8733 19.6770 -8.2387
H -40.1571 24.7396 -9.0820
H -40.3318 24.5820 -0.3710
H -36.7267 20.5069 -0.6245
H -42.0011 21.2940 -1.9942
H -37.8420 26.9304 -6.0115
H -38.5482 21.4504 -11.8448
H -36.5197 17.4213 -5.3239
H -35.9044 20.2785 -9.6018
H -37.8326 19.9024 -1.8595
H -39.6859 18.0489 -8.2026
H -41.8798 23.3324 -4.3628
H -39.9774 17.2826 -9.7899
H -41.1243 19.9941 -2.7070
H -42.3663 24.5381 -5.5199
H -42.3291 24.9198 -3.8032
H -36.1480 21.2909 -8.1726
H -37.8521 16.7807 -4.4912
H -39.1674 23.2325 0.0151
H -39.5038 22.8648 -11.5744
H -38.6020 25.2716 -8.3720
H -40.2607 21.3835 -12.3946
H -38.3790 17.3259 -9.0589
H -38.9285 26.5268 -4.5901
H -37.2831 26.3083 -4.4143
H -38.6246 24.7789 -0.6296
H -36.3524 20.6313 -2.3743
H -39.8522 26.4500 -8.7296
H -41.6528 19.8945 -1.0177
H -36.9559 18.0541 -3.6806
*
```


Question: Look up the E of the second one.
Answer: -4126.1633 Ha


Question: The highest maximum force belongs to which entry?
Answer: C11H30ClMnO14P3


Question: Number 1 is which compound?
Answer: C12H23F3NO7P